[1]
Here is a molecular structure, C36H39AsBaCl3N6O3PS from the OMol25 dataset. Energies are from ωB97M-V with the def2-TZVPD basis set.

Values from the calculation:
HOMO-LUMO gap ... 7.60 eV
Strongest force on any atom ... 4.968 eV/Å

The geometry in XYZ format:
```
91
Properties=species:S:1:pos:R:3:forces:R:3:mulliken_charge:R:1
Ba -0.5895 -0.8942 -0.8787 4.7 1.5 0.7 0.905
N -1.7898 3.7165 -0.1154 0.0 -0.1 -0.3 -0.332
C -1.1822 2.4908 0.0173 0.0 -0.1 0.2 0.054
S -0.1442 2.0334 -1.3237 -0.2 0.9 0.4 -0.457
N -1.5363 1.8814 1.1335 0.6 -0.5 -0.2 -0.768
N -0.8587 0.7123 1.4366 -0.3 1.0 -0.4 0.092
C -1.3590 -0.0108 2.3674 0.2 -0.6 0.5 1.416
C -2.6717 0.1616 3.0724 0.3 0.2 -0.1 -0.083
C -3.4137 -0.9788 3.3642 -0.1 -0.3 0.0 -0.076
C -4.6525 -0.8951 3.9850 0.1 0.1 0.0 -0.889
C -5.1612 0.3454 4.3437 0.0 0.0 0.0 -0.409
C -4.4233 1.4915 4.0736 0.0 -0.1 0.0 -0.752
C -3.1940 1.4053 3.4361 0.0 0.0 0.1 -0.181
C -0.4885 -1.1784 2.8036 -0.3 0.3 -0.3 -0.916
C -0.4403 -1.5278 4.1472 -0.1 0.0 0.2 -0.716
C 0.3449 -2.5925 4.5476 0.0 0.0 0.1 -0.598
C 1.0513 -3.3056 3.5923 0.0 0.0 0.0 -1.124
C 0.9553 -2.8843 2.2790 0.0 0.1 -0.2 -0.508
N 0.2287 -1.8363 1.8845 -0.1 0.0 0.0 0.758
H -1.3977 4.3285 -0.8083 0.0 0.0 0.0 0.276
H -2.1733 4.1194 0.7234 0.0 0.0 0.0 0.221
H -3.0351 -1.9564 3.0830 0.0 0.1 0.0 0.562
H -5.2155 -1.7992 4.1807 0.0 0.0 0.0 0.420
H -6.1256 0.4210 4.8299 0.0 0.0 0.0 0.405
H -4.8047 2.4657 4.3545 0.0 0.0 0.0 0.389
H -2.6349 2.3009 3.2181 0.0 0.0 0.0 0.471
H -1.0230 -0.9642 4.8635 0.0 0.0 0.0 0.588
H 0.3977 -2.8703 5.5935 0.0 0.0 0.0 0.426
H 1.6567 -4.1661 3.8460 0.0 0.0 0.0 0.453
H 1.4814 -3.4207 1.4957 0.0 0.0 0.0 0.836
N 3.6178 -2.1347 0.5819 0.1 -0.2 -0.2 -0.133
C 4.6584 -1.9031 -0.3091 -0.3 -0.1 0.4 0.377
C 5.8854 -2.5447 -0.0882 0.0 0.0 0.0 -0.593
C 6.9512 -2.3480 -0.9412 0.1 0.0 -0.1 -0.557
C 6.8344 -1.4983 -2.0420 -0.1 -0.1 0.2 -0.924
C 5.6205 -0.8730 -2.2556 -0.1 0.1 -0.1 -0.112
C 4.5134 -1.0675 -1.4246 0.1 0.1 -0.1 0.083
P 2.9242 -0.1905 -1.6629 0.0 0.1 -0.2 0.923
C 2.7028 -0.1300 -3.4852 -0.1 0.1 0.1 0.514
C 3.0824 -1.1695 -4.3331 0.0 0.0 0.0 -0.543
C 2.7097 -1.1708 -5.6741 0.0 0.0 0.1 -0.715
C 1.9455 -0.1324 -6.1901 0.0 0.0 0.1 -0.543
C 1.5598 0.9098 -5.3536 0.0 -0.1 0.0 -0.781
C 1.9310 0.9096 -4.0153 0.0 0.0 -0.1 -0.918
C 3.3828 1.5237 -1.2166 0.1 -0.1 0.1 0.503
C 4.0926 2.4029 -2.0294 0.1 0.0 0.0 0.072
C 4.4492 3.6597 -1.5586 0.0 0.0 0.1 -0.768
C 4.1081 4.0454 -0.2662 0.0 0.0 -0.1 -0.489
C 3.3993 3.1760 0.5498 0.0 -0.1 -0.1 -0.580
C 3.0322 1.9265 0.0696 0.0 0.1 0.1 -0.325
H 2.7943 -1.5591 0.5559 0.0 0.1 0.0 -0.120
H 3.8367 -2.5276 1.4794 0.1 0.0 0.0 0.247
H 5.9869 -3.1990 0.7711 0.0 0.0 0.0 0.370
H 7.8876 -2.8574 -0.7431 0.0 0.0 0.0 0.375
H 7.6708 -1.3253 -2.7059 0.0 0.0 0.0 0.426
H 5.5172 -0.1963 -3.0968 0.0 0.0 0.0 0.275
H 3.6613 -1.9987 -3.9459 0.1 0.0 0.0 0.463
H 3.0190 -1.9892 -6.3127 0.0 0.0 0.0 0.400
H 1.6583 -0.1322 -7.2344 0.0 0.0 0.0 0.389
H 0.9674 1.7314 -5.7395 0.0 0.0 0.0 0.476
H 1.6144 1.7337 -3.3836 0.0 -0.1 0.0 0.391
H 4.3622 2.1150 -3.0405 0.0 0.0 0.1 0.317
H 4.9971 4.3390 -2.1998 0.0 0.0 0.0 0.403
H 4.3863 5.0267 0.0987 0.0 0.0 0.0 0.386
H 3.1111 3.4714 1.5507 0.0 0.0 0.0 0.428
H 2.4336 1.2751 0.6965 0.0 0.0 0.0 0.195
Cl -4.2621 -5.0794 -1.2332 0.1 0.2 0.2 -0.144
C -3.4580 -3.7866 -0.2960 0.1 -0.2 -0.1 0.458
Cl -4.6510 -2.5613 0.1919 0.2 -0.1 -0.1 -0.086
Cl -2.7406 -4.4993 1.1749 -0.1 0.2 -0.3 -0.117
C -2.3650 -3.1332 -1.2406 0.3 -0.7 -0.3 0.181
O -2.7429 -2.7566 -2.3589 -0.1 -0.1 0.4 -0.680
O -1.1863 -3.0620 -0.8003 -1.8 -3.1 0.3 -0.788
C -5.0482 -0.5908 -2.7740 0.1 -0.1 0.0 -1.207
As -3.3287 0.1890 -2.5054 0.2 -0.2 1.4 0.711
C -3.6346 2.0569 -2.6491 0.0 0.2 0.1 -1.128
C -2.2327 -0.2075 -4.0367 -0.1 0.0 0.0 -0.470
O -2.6568 -0.1791 -0.9750 -3.7 1.3 -1.8 -0.234
H -5.4401 -0.2071 -3.7161 -0.1 -0.1 0.0 0.434
H -5.6781 -0.2715 -1.9475 -0.1 0.0 0.0 0.372
H -4.9549 -1.6725 -2.7893 0.0 0.0 0.0 0.283
H -4.1883 2.2363 -3.5706 0.0 0.1 0.0 0.483
H -2.6640 2.5495 -2.6530 0.0 0.1 0.0 0.243
H -4.2075 2.3885 -1.7862 0.0 0.0 0.0 0.360
H -2.6849 0.3723 -4.8429 0.1 0.0 -0.1 0.574
H -2.2671 -1.2685 -4.2605 0.0 0.0 0.0 0.298
H -1.2072 0.1282 -3.8865 0.0 0.1 0.0 -0.207
N 0.2376 -2.3020 -3.2228 -0.1 -0.2 -0.4 -0.226
H 0.9087 -3.0299 -2.9973 0.0 0.0 0.0 0.134
H 0.4432 -2.0053 -4.1728 0.0 0.0 0.1 0.151
H -0.6805 -2.7507 -3.2257 0.1 0.0 0.0 0.232
```
Positions in Å, forces in eV/Å.

---

[2]
Here is C4H6O in the gas phase from the OMol25 dataset. Energies are from ωB97M-V with the def2-TZVPD basis set.

Values from the calculation:
HOMO-LUMO gap ... 11.13 eV
Strongest force on any atom ... 0.619 eV/Å

The geometry in XYZ format:
```
11
Properties=species:S:1:pos:R:3:forces:R:3:mulliken_charge:R:1
C 2.2766 0.6623 -0.9400 -0.2 -0.2 0.2 -0.159
C 1.3228 0.0756 -0.5012 0.5 0.3 0.1 -0.265
C 0.4345 -0.6624 0.4129 0.1 -0.2 0.1 -0.353
O -0.5853 0.1103 0.9840 0.1 0.0 0.2 -0.326
C -1.7118 0.2614 0.1614 -0.3 0.1 -0.1 -0.663
H 3.1839 1.1616 -1.1875 -0.2 0.0 -0.3 0.399
H 1.1004 -0.9448 1.2323 -0.2 -0.1 0.0 0.235
H 0.0390 -1.5863 -0.0363 0.0 0.2 0.0 0.341
H -1.4749 0.8052 -0.7615 0.0 0.0 0.1 0.283
H -2.4452 0.8318 0.7369 0.1 -0.1 -0.1 0.220
H -2.1399 -0.7147 -0.1008 0.0 0.1 0.0 0.289
```
Positions in Å, forces in eV/Å.

---

The evaluated calculated total energy for the records listed, in turn: -6330.99145, -231.14936 hartree.